# 1
DFT (ωB97M-V/def2-TZVPD) results for one molecule with the formula C5H9BrClF at a distorted geometry.

The geometry in XYZ format:
```
17
Properties=species:S:1:pos:R:3:forces:R:3
C 1.70991 1.36989 1.01731 -3.47 1.39 -2.29
C -1.32152 -1.46167 -0.85816 -0.64 1.07 0.12
C -0.71612 0.59824 0.38164 1.11 2.92 -3.41
C 0.82298 0.53618 0.10406 -1.74 -3.07 4.68
C -1.62217 0.03063 -0.73278 0.35 -3.04 5.11
F -0.97117 1.98554 0.44122 -0.33 0.26 0.00
Cl 1.02095 0.99561 -1.75541 0.65 1.12 -4.67
Br -3.48120 0.23902 -0.10740 0.06 0.01 -0.01
H 1.31240 2.45340 0.86118 1.23 -1.76 0.84
H 1.54128 0.92383 1.94958 0.39 0.20 1.92
H 2.63666 1.17781 0.58944 2.22 0.29 -0.05
H -0.92098 -1.98745 -0.03070 -0.53 -0.13 1.70
H -0.56747 -1.70209 -1.50560 2.32 0.32 -2.32
H -2.12298 -1.95590 -1.30713 -1.62 -0.96 -0.17
H -0.91337 0.28456 1.33524 -0.85 -1.47 2.29
H 0.95226 -0.58483 0.27870 0.47 0.88 -0.54
H -1.62599 0.52347 -1.60025 0.40 1.97 -3.21
```
Forces are in eV/Å.

As for the strongest force on any atom: 0.116 Eh/bohr. The calculation puts the HOMO energy (spin up / spin down) at -5.282 / -10.252 eV. Its charge is 0. The LUMO energy (spin up / spin down) is 0.769 / -4.459 eV. Its expectation value of S² is 2.00. The spin multiplicity is 3. The value obtained for the molar mass is 203.482 g mol⁻¹. The total energy is -90606.4232 eV.


# 2
DFT (ωB97M-V/def2-TZVPD) results for a 2-piece molecular cluster, C6H12N2 overall.

The geometry in XYZ format:
```
20
Properties=species:S:1:pos:R:3:forces:R:3
C 0.63513 -0.28834 -2.20194 0.17 0.02 -0.14
C -0.58456 1.98258 0.28178 0.92 -0.04 -0.30
C -0.16597 0.51061 -1.22883 -0.16 -0.36 0.25
C -1.41541 0.24001 -0.75331 -0.51 0.17 -0.12
N 0.34964 1.59143 -0.54871 0.01 -0.16 -0.22
N -1.67133 1.17834 0.22298 -0.30 0.41 -0.06
H -0.39014 2.81525 0.93226 -0.61 0.07 0.30
H -2.59251 1.40551 0.56527 0.22 -0.13 0.18
H -2.19324 -0.45291 -1.03271 0.23 -0.13 -0.05
H 1.61274 0.16748 -2.30445 0.18 0.08 -0.01
H 0.20555 -0.36030 -3.20541 -0.16 0.11 0.18
H 0.78218 -1.30356 -1.83507 0.01 -0.06 0.00
C 1.07493 -1.25425 1.86176 0.61 0.60 -0.24
C 1.32959 -2.76239 1.74824 -0.62 0.33 -0.39
H 0.22906 -0.93782 1.25702 -0.34 -0.08 0.19
H 0.95055 -0.88588 2.88363 -0.11 -0.23 -0.05
H 1.90164 -0.65537 1.44536 -0.08 -0.36 0.11
H 0.85530 -3.12237 0.82525 0.47 -0.03 0.02
H 0.81979 -3.31637 2.53026 0.15 -0.05 0.30
H 2.39275 -2.99578 1.74458 -0.09 -0.15 0.04
```
Forces are in eV/Å.

As for the strongest force on any atom: 0.019 Eh/bohr. The calculation puts the HOMO energy at -8.644 eV. Its charge is 0. The LUMO energy is 0.928 eV. Its energy above the lowest of the compared OMol25 structures with the same formula, charge and spin is 16.5 kJ/mol. The value obtained for the molar mass is 112.176 g mol⁻¹. The total energy is -9396.6786 eV.


# 3
DFT (ωB97M-V/def2-TZVPD) results for a 2-piece molecular cluster, C3H5NOS overall at a distorted geometry.

The geometry in XYZ format:
```
11
Properties=species:S:1:pos:R:3:forces:R:3
C -1.10517 -1.23194 -1.73625 -2.56 -1.69 -1.24
C 0.69357 1.89237 -0.48155 -0.56 3.05 0.42
C -0.26282 -0.28695 -1.22149 -0.74 0.16 -0.78
N -1.88444 -2.03440 -2.07842 1.01 0.83 0.29
O -0.85313 -1.47964 1.21948 4.04 2.63 3.00
S -0.70747 1.32937 -1.19187 1.91 -0.99 0.92
H 1.65820 1.44491 -0.58498 0.10 -0.60 -0.03
H -1.67241 -1.77940 1.02874 -4.25 -1.59 -1.03
H 0.69316 2.94965 -0.09533 -0.17 -1.30 -0.56
H 0.50749 -0.78365 -0.69274 1.05 0.65 0.71
H -0.94970 -0.93123 2.05836 0.17 -1.17 -1.70
```
Forces are in eV/Å.

As for the strongest force on any atom: 0.110 Eh/bohr. The calculation puts the HOMO energy (spin up / spin down) at -8.240 / -8.217 eV. Its charge is 0. The LUMO energy (spin up / spin down) is -0.915 / -0.528 eV. Its energy above the lowest of the compared OMol25 structures with the same formula, charge and spin is 377.8 kJ/mol. The value obtained for the molar mass is 103.146 g mol⁻¹. The total energy is -17561.3518 eV.


# 4
DFT (ωB97M-V/def2-TZVPD) results for a 6-piece molecular cluster, C6H22NO5 overall at a distorted geometry.

The geometry in XYZ format:
```
34
Properties=species:S:1:pos:R:3:forces:R:3
C -2.30235 1.62854 2.04692 1.26 -1.28 -1.53
C -1.15120 1.87400 1.10896 1.55 -2.67 -1.21
C 0.14110 1.93813 1.93159 -1.66 -1.46 -0.54
C 1.21592 1.04781 1.55161 0.56 -3.00 0.39
C 0.90836 -0.18217 1.06096 -1.07 -0.80 0.43
N 1.77935 -1.11794 0.38058 -0.12 -0.12 1.25
C 2.95177 -0.81917 -0.01726 1.36 2.68 -0.42
H -1.94394 1.35909 3.02341 -0.25 -0.62 0.28
H -2.86111 0.88374 1.51354 -1.21 -0.14 0.65
H -2.70964 2.55095 2.11380 -2.49 2.52 0.60
H -1.11344 2.70016 0.48302 -0.95 2.45 -0.50
H -1.20947 1.12225 0.23770 0.68 0.24 1.64
H -0.25046 1.84661 2.91533 0.72 -0.41 1.25
H 0.56132 2.85904 1.88710 1.00 3.11 -0.12
H 2.21727 1.41671 1.77709 -0.10 -0.50 -0.41
H -0.14051 -0.63258 1.13448 1.63 1.15 -0.46
H 1.01991 -0.57116 -3.49873 0.93 -1.90 2.47
H 3.33369 0.24637 0.11001 -1.23 -1.26 0.20
H 3.73656 -1.30364 -0.58571 -0.84 -1.46 0.12
H -1.27998 0.18998 -3.44393 0.05 0.43 -0.61
H -2.21031 -0.13893 -2.32469 -1.51 0.68 1.18
O -1.49777 -0.48439 -2.81277 1.08 -0.83 -0.92
H 0.13526 -1.43422 -2.74028 -1.06 -0.60 0.69
H 1.34363 -2.07114 0.33222 0.83 1.04 -0.73
O 1.06171 -1.23012 -2.68439 0.67 2.39 -2.92
H -0.35721 -4.01308 0.22497 -0.68 -0.10 -1.43
H -0.56191 -2.85891 1.00910 -1.56 -0.11 -3.41
O -0.79246 -3.15730 -0.00500 2.31 0.07 5.04
H -2.70910 -1.07638 0.55444 0.18 0.52 -3.71
H -2.32678 -1.66911 -0.99863 -0.92 2.52 2.26
O -2.62222 -0.80625 -0.46520 0.56 -3.23 1.75
H 1.73483 2.87225 -0.77222 0.43 2.06 -0.98
H 0.74883 1.76371 -0.69958 -2.44 -0.85 -1.01
O 1.57643 2.03569 -0.40927 2.28 -0.52 0.70
```
Forces are in eV/Å.

As for the strongest force on any atom: 0.108 Eh/bohr. The calculation puts the HOMO energy at -12.787 eV. Its charge is +1. The LUMO energy is -4.198 eV. Its energy above the lowest of the compared OMol25 structures with the same formula, charge and spin is 487.2 kJ/mol. The value obtained for the molar mass is 188.244 g mol⁻¹. The total energy is -18295.6213 eV.